P) Entry from OMol25: C3H4N2OS in the gas phase (ωB97M-V/def2-TZVPD).

- SMILES = Oc1cc(S)[nH]n1
- Kohn-Sham gap (Eh) = 0.341

The geometry in ORCA input format:
```
! wB97M-V def2-TZVPD RIJCOSX def2/J DEFGRID3
* xyz 0 1
O 1.24 -1.49 -1.61
C 0.65 -0.80 -0.62
C -0.18 0.32 -0.79
C -0.53 0.66 0.50
S -1.54 1.94 1.17
N 0.05 -0.24 1.32
N 0.79 -1.16 0.64
H 1.75 -2.22 -1.21
H -0.44 0.81 -1.69
H -1.83 2.48 -0.04
H 0.04 -0.31 2.33
*
```

***

Q) Entry from OMol25: C3H4N2OS in the gas phase (ωB97M-V/def2-TZVPD).

- SMILES = Cc1nonc1S
- Kohn-Sham gap (Eh) = 0.350

The geometry in ORCA input format:
```
! wB97M-V def2-TZVPD RIJCOSX def2/J DEFGRID3
* xyz 0 1
C 0.58 1.59 -0.04
C 0.53 0.09 0.00
N 1.60 -0.61 -0.02
O 1.21 -1.95 -0.08
N -0.17 -2.07 -0.12
C -0.61 -0.83 -0.10
S -2.26 -0.38 -0.11
H 1.64 1.69 0.07
H 0.35 2.13 -1.06
H -0.09 2.01 0.73
H -2.77 -1.66 0.73
*
```

***

Stability check: which of them is least stable? Q).

***

P) Entry from OMol25: C3H4N2OS in the gas phase (ωB97M-V/def2-TZVPD).

- SMILES = C/S(=C/C#N)#[N+][O-]
- Kohn-Sham gap (spin up / spin down) (Eh) = 0.236 / 0.237

The geometry in ORCA input format:
```
! wB97M-V def2-TZVPD RIJCOSX def2/J DEFGRID3
* xyz 0 1
C -0.07 0.03 -0.60
S 1.67 -0.32 -0.19
C 1.23 -0.71 1.46
C 2.09 -1.65 2.01
N 2.81 -2.51 2.28
N 2.38 1.45 -0.67
O 1.52 2.23 -0.85
H 0.00 0.96 -1.15
H -0.55 0.35 0.34
H -0.63 -0.82 -0.89
H 0.75 0.21 1.85
*
```

***

Q) Entry from OMol25: C3H4N2OS in the gas phase (ωB97M-V/def2-TZVPD).

- SMILES = O=C/N=C/NC=S
- Kohn-Sham gap (Eh) = 0.310

The geometry in ORCA input format:
```
! wB97M-V def2-TZVPD RIJCOSX def2/J DEFGRID3
* xyz 0 1
O 2.73 1.71 0.98
C 2.18 2.08 -0.06
N 1.04 1.45 -0.61
C 0.56 0.56 0.13
N -0.48 -0.20 -0.35
C -1.03 -1.26 0.29
S -2.39 -2.03 -0.22
H 2.61 2.89 -0.67
H 1.02 0.18 1.06
H -0.91 0.13 -1.24
H -0.50 -1.47 1.16
*
```

***

R) Entry from OMol25: C3H4N2OS in the gas phase (ωB97M-V/def2-TZVPD).

- Kohn-Sham gap (spin up / spin down) (Eh) = 0.293 / 0.293

The geometry in ORCA input format:
```
! wB97M-V def2-TZVPD RIJCOSX def2/J DEFGRID3
* xyz 0 1
C 1.40 -1.01 -0.19
C -0.50 0.41 -0.24
C -1.93 0.53 0.03
N 2.27 -1.85 -0.16
N 1.93 1.23 0.14
O 0.13 -0.92 -0.30
S 0.52 1.70 0.14
H -2.34 -0.07 0.89
H -2.02 1.47 0.38
H -2.68 0.26 -0.69
H 3.21 -1.74 0.00
*
```

***

S) Entry from OMol25: C3H4N2OS in the gas phase (ωB97M-V/def2-TZVPD).

- SMILES = [H]/N=C\N(C=O)C=S
- Kohn-Sham gap (Eh) = 0.314

The geometry in ORCA input format:
```
! wB97M-V def2-TZVPD RIJCOSX def2/J DEFGRID3
* xyz 0 1
H -2.33 1.17 0.11
N -1.47 1.79 0.06
C -0.41 1.12 -0.01
N -0.27 -0.26 0.00
C -1.38 -1.13 -0.04
O -2.54 -0.74 -0.07
C 1.01 -0.75 0.15
S 2.43 0.06 -0.06
H 0.56 1.67 -0.01
H -1.04 -2.16 -0.02
H 1.03 -1.78 0.51
*
```

***

Stability check: which of them is least stable? P).